# 1
DFT (ωB97M-V/def2-TZVPD) results for the molecule C18H20O8.

Output
Relative energy (zero: lowest compared OMol25 entry of this formula, charge and spin), kJ/mol: 0.0
HOMO level, Eh: -0.30746
Structure (SMILES): CCCc1cc(=O)oc2cc(OCC(=O)OC)cc(OCC(=O)OC)c12
HOMO-LUMO gap, eV: 8.7

XYZ file:
```
46
Properties=species:S:1:pos:R:3:forces:R:3
C -2.94646 -0.59384 -1.75763 -0.235 0.070 -0.010
C -4.03571 0.19577 -1.04510 0.107 -0.132 0.046
C -3.69467 0.48273 0.42556 -0.317 -0.054 -0.119
C -2.46217 1.33330 0.53185 -0.166 0.601 -0.052
C -2.59471 2.65117 0.23696 -0.037 -0.491 0.098
C -1.50318 3.58852 0.24077 -0.223 0.563 -0.181
O -1.56826 4.76322 -0.02719 0.104 -0.396 0.109
O -0.27683 3.07222 0.58069 0.123 0.165 -0.012
C -0.10341 1.77614 0.90579 0.043 -0.896 0.185
C 1.20875 1.43885 1.22762 0.174 0.047 0.081
C 1.49982 0.14377 1.60642 -0.623 0.188 -0.080
O 2.73004 -0.31211 1.96286 -0.095 -0.045 -0.037
C 3.84642 0.42850 1.54813 0.065 0.101 -0.127
C 3.89540 0.55143 0.02554 -0.160 -0.187 0.097
O 3.20438 -0.07714 -0.72921 0.115 0.006 -0.030
O 4.81142 1.44078 -0.34442 0.163 0.149 0.382
C 4.96561 1.64251 -1.74723 -0.066 -0.070 -0.379
C 0.47506 -0.80224 1.64741 0.045 -0.156 0.139
C -0.81497 -0.49394 1.26437 0.434 0.361 0.132
O -1.78413 -1.44576 1.20253 0.047 0.214 -0.017
C -1.41809 -2.80083 1.29110 0.159 -0.234 0.006
C -0.34198 -3.23496 0.28894 -0.119 -0.097 0.197
O 0.30375 -4.23956 0.42557 -0.060 0.004 0.092
O -0.24847 -2.38047 -0.71657 -0.382 0.137 -0.078
C 0.79458 -2.56772 -1.66919 0.419 -0.195 -0.203
C -1.15577 0.83801 0.90169 0.340 0.093 0.018
H -3.23974 -0.79569 -2.78568 0.047 -0.032 -0.104
H -2.01231 -0.03727 -1.76991 0.163 0.004 -0.032
H -2.76792 -1.54038 -1.25588 0.074 -0.111 0.006
H -4.19450 1.14199 -1.56680 -0.091 0.011 0.022
H -4.97218 -0.36520 -1.07781 -0.050 0.062 -0.014
H -3.57592 -0.45292 0.96059 -0.142 0.126 0.005
H -4.52884 1.03320 0.86714 0.057 -0.006 0.046
H -3.55486 3.06572 -0.02813 -0.075 0.033 -0.016
H 1.94795 2.21955 1.16608 0.120 0.097 0.018
H 3.88814 1.42592 2.00199 -0.002 -0.123 -0.057
H 4.71992 -0.14047 1.88003 -0.079 0.156 -0.057
H 4.04074 2.03402 -2.17430 0.081 -0.024 0.030
H 5.77357 2.35974 -1.86106 -0.045 -0.037 0.019
H 5.21278 0.70038 -2.23933 -0.004 0.090 0.026
H 0.75526 -1.79798 1.94767 0.013 -0.143 0.026
H -1.08258 -3.07637 2.29907 0.009 0.049 -0.198
H -2.33435 -3.35973 1.07332 0.176 0.028 0.039
H 1.19799 -3.57793 -1.58757 -0.037 0.123 -0.074
H 0.36377 -2.40300 -2.65486 0.004 0.000 0.056
H 1.57663 -1.83193 -1.47180 -0.074 -0.051 0.002
```
Positions in Å, forces in eV/Å.

Results of the natural (NBO) charge analysis, in e, for atoms 1 through 4: number 1, C, carries -0.611; number 2, C, carries -0.374; number 3, C, carries -0.455; number 4, C, carries 0.112


# 2
DFT (ωB97M-V/def2-TZVPD) results for a structure of composition C18H21AlFO4.

Output
HOMO level, Eh: -0.14575
Total charge: -1
HOMO-LUMO gap, eV: 4.0

XYZ file:
```
45
Properties=species:S:1:pos:R:3:forces:R:3
C 6.19734 2.91969 -0.54865 0.040 -0.524 0.701
C 6.22712 1.59790 -0.29855 0.047 0.502 -0.899
C 5.92604 0.54501 -1.30236 -1.126 -0.061 0.763
Al 4.37385 -0.63686 -0.64464 0.467 0.389 -0.146
C 2.74406 0.57047 -0.32908 -0.083 -0.787 -0.113
F 2.95786 1.91882 -0.76427 -0.001 0.167 0.029
C 1.46701 0.11400 -1.02557 0.139 0.912 -0.138
C 0.28392 1.02668 -0.68270 0.255 -0.266 0.481
H 6.69244 3.60008 0.13491 -0.597 0.237 0.268
H 5.63797 3.31756 -1.38384 0.504 0.055 -0.440
H 6.44691 1.27706 0.71644 0.705 -0.113 -0.078
H 5.61576 1.00354 -2.24195 0.204 0.049 -0.182
H 6.80500 -0.07941 -1.46227 0.063 -0.117 -0.008
H 4.07186 -1.74245 -1.79381 -0.161 -0.133 -0.031
H 4.82106 -1.26826 0.78224 -0.046 -0.147 0.104
H 2.52047 0.62747 0.74364 0.051 0.221 0.101
H 1.23798 -0.91726 -0.76545 0.143 -0.156 0.037
H 1.67653 0.18746 -2.09593 -0.144 -0.346 -0.158
H -0.67747 0.58932 -0.94451 -0.116 0.129 -0.225
H 0.41046 2.02122 -1.10066 -0.073 0.035 -0.244
H 0.29323 1.15179 0.40298 -0.197 0.009 0.106
C -2.41775 -2.67706 -1.96315 0.033 -0.022 0.028
C -1.19659 -2.65828 -1.43477 -0.025 0.047 -0.061
C -0.95039 -3.14148 -0.05078 -0.008 0.085 0.003
O 0.15332 -3.12849 0.44026 0.025 -0.052 0.022
C -2.12146 -3.64782 0.71322 -0.083 -0.002 -0.002
C -3.33957 -3.66504 0.18126 0.035 -0.019 0.033
C -3.58292 -3.18040 -1.19923 0.025 0.036 -0.011
O -4.69848 -3.19718 -1.68081 -0.045 0.013 0.008
H -2.62024 -2.32559 -2.96678 -0.026 -0.001 0.001
H -0.33656 -2.28713 -1.97847 0.048 -0.002 0.069
H -1.92040 -3.99566 1.71856 0.043 0.018 0.000
H -4.20544 -4.02822 0.72099 -0.024 -0.002 -0.029
C -4.53785 0.37476 1.50076 -0.044 0.003 0.002
C -5.40649 1.26166 1.97747 0.018 -0.043 -0.014
C -4.97815 2.63192 2.35734 0.008 0.024 0.001
O -5.77320 3.43784 2.79366 -0.019 0.003 0.008
C -3.54580 2.97539 2.18330 0.026 -0.030 -0.013
C -2.67456 2.08972 1.70685 0.002 0.073 0.037
C -3.10266 0.71909 1.32837 0.025 0.083 -0.002
O -2.30905 -0.08262 0.89331 -0.089 -0.260 0.028
H -4.82714 -0.62966 1.21692 0.028 -0.007 -0.021
H -6.45636 1.03378 2.11140 -0.007 0.034 0.011
H -3.25708 3.97994 2.46477 -0.028 0.009 0.007
H -1.62456 2.31671 1.56956 0.005 -0.044 -0.035
```
Positions in Å, forces in eV/Å.

Results of the natural (NBO) charge analysis, in e, for atoms 1 through 4: number 1, C, carries -0.506; number 2, C, carries -0.125; number 3, C, carries -0.957; number 4, Al, carries 1.089


Computed values of max |F| (unit: eV/A) for the preceding records, in sequence: 0.92; 1.36.